<1>
Below is a cluster of 10 separate species, C20H40Br20 in total, with properties calculated with ωB97M-V/def2-TZVPD.

```
80
C20H40Br20 | the Open Molecules 2025 dataset | ωB97M-V/def2-TZVPD
H -0.317 -3.099 3.643
H 0.164 5.708 3.384
Br 0.698 0.937 7.517
H -3.084 -2.302 1.640
H -2.691 -2.240 -0.068
H -0.613 -3.600 -1.490
Br 1.538 -5.673 -0.787
Br 0.598 -0.939 -1.735
H -1.648 -4.508 -2.569
H 2.430 0.323 -0.579
Br -0.378 4.741 6.155
C 1.149 2.886 -4.571
H 1.721 2.232 -5.222
Br 1.064 2.690 1.050
H -5.130 -0.856 1.186
Br 2.453 5.311 -5.245
C 0.702 1.655 -0.578
Br -0.523 1.991 -4.173
C -4.569 -1.334 0.390
H 0.821 -4.848 -2.995
H -3.075 -1.346 -5.688
H 1.119 2.269 -1.367
H 1.127 -0.101 0.544
H 0.775 1.475 4.628
H -4.597 -0.694 -0.488
Br -0.601 -3.363 -5.551
C -0.280 -3.781 2.798
H -0.155 -1.052 -4.723
H 2.399 -0.456 6.380
H 1.737 -4.489 2.991
C -0.887 -4.606 -1.796
Br -5.513 -2.944 -0.145
Br -2.804 -1.924 -3.264
C -4.419 2.509 -1.097
H 6.797 0.940 -0.355
Br 2.161 -0.105 3.293
H 1.699 3.002 -3.641
C 1.459 -0.051 6.025
H -0.011 -6.408 -2.601
C -0.914 -1.448 -5.389
Br 4.841 0.817 1.153
H 0.770 -0.853 5.788
H -5.011 3.370 -0.797
Br 8.572 -1.500 -0.229
Br 0.233 -2.716 1.259
C 6.271 0.078 0.036
H 0.422 4.178 -6.163
H 5.778 -0.497 -0.739
C 7.170 -0.758 0.893
H -2.809 2.898 0.318
H 6.678 -1.570 1.413
H -2.365 1.843 -1.004
C -0.592 4.934 3.383
Br -1.875 -5.453 -0.337
H -0.374 1.567 -0.654
H -1.273 -4.173 2.604
H 0.152 4.763 -4.530
C 0.277 -5.425 -2.252
H 7.660 -0.119 1.624
H -0.189 3.927 3.341
Br -4.684 2.252 -2.992
H 2.493 1.568 5.072
Br 0.269 -5.888 4.564
H -2.328 4.382 4.582
C -1.473 5.049 4.591
C 0.851 4.228 -5.169
H -2.349 -0.051 -4.767
C 1.659 0.901 4.878
C 1.356 0.298 -0.440
H -4.844 1.646 -0.588
H -1.867 6.060 4.681
H 0.596 -5.599 2.167
C -2.986 2.695 -0.737
H -0.745 -1.030 -6.380
Br -2.092 -0.086 0.963
Br -2.218 4.290 -1.575
C -3.150 -1.686 0.748
Br -1.644 5.164 1.768
C 0.727 -4.881 2.971
C -2.312 -1.127 -4.948
```

Calculated values
highest occupied orbital energy	-0.35748	Eh
SMILES	BrCCBr.BrCCBr.BrCCBr.BrCCBr.BrCCBr.BrCCBr.BrCCBr.BrCCBr.BrCCBr.BrCCBr
LUMO level	0.1	eV

***

<2>
Below is a cluster of 10 separate species, C20H40Br20 in total, with properties calculated with ωB97M-V/def2-TZVPD.

```
80
C20H40Br20 | the Open Molecules 2025 dataset | ωB97M-V/def2-TZVPD
H -7.308 -4.952 4.507
C 7.498 6.350 -2.655
H -5.925 3.254 -0.438
Br -4.871 5.288 -1.452
H -5.292 -5.677 -0.678
H -7.712 4.320 -1.933
C 2.480 -7.290 2.561
H -4.728 -4.235 6.000
H 6.883 -1.181 -7.136
H 0.854 1.836 -0.155
C 7.123 -0.831 -4.963
Br -2.909 -2.224 -6.705
Br -3.127 8.437 4.321
H 6.528 6.693 -3.016
Br 5.989 -1.762 3.296
H -2.872 0.615 -6.069
H 3.469 -7.064 2.161
H -4.706 -0.925 -7.900
H 4.811 0.369 4.201
H -6.979 -6.352 -2.361
H 2.869 -5.976 4.220
Br -4.854 -3.382 3.558
H -4.591 -4.553 -1.892
H -0.232 9.337 4.103
C -6.611 -5.329 -2.288
C -1.363 7.674 4.660
H 4.842 -1.040 5.374
C 5.403 -0.406 4.688
Br 1.249 7.318 3.773
H 1.449 -7.119 4.424
H -3.133 -0.315 -8.381
H -5.993 -3.204 5.756
H -7.719 5.684 -0.818
H -0.753 8.314 2.699
H 6.423 0.710 6.322
C -6.172 4.304 -0.278
H -1.068 7.816 5.699
Br 6.225 1.262 -6.854
H 6.127 -1.095 -4.607
Br -9.099 3.764 0.065
H 7.521 -0.094 -4.265
Br -4.956 -0.261 -4.916
C 7.228 -0.382 -6.480
H 8.245 -0.165 -6.804
C -0.261 -0.027 -0.533
C -5.233 -5.420 -1.736
H 8.541 4.459 -2.128
Br -0.402 1.410 2.083
Br -7.195 -5.774 6.796
Br 3.587 -8.288 4.910
C 0.523 0.938 0.366
H 1.449 0.401 0.569
Br 7.879 6.997 -0.778
H -5.912 -6.121 4.576
Br -4.211 -6.922 -2.604
H -0.512 -0.896 0.075
H -4.286 1.301 -6.851
Br -7.825 -4.553 -1.029
Br 6.076 4.159 -1.428
C -7.579 4.605 -0.890
Br 0.962 -0.570 -2.023
Br 1.327 -6.122 1.412
H 7.210 0.632 4.762
H 2.367 -8.339 2.288
Br 7.722 -1.453 6.187
H -1.324 6.594 4.524
C 7.576 4.789 -2.512
C 2.443 -6.956 4.008
H -1.154 0.452 -0.936
H -6.596 -4.817 -3.250
C -3.847 0.371 -6.490
H -6.176 4.753 0.716
H 7.508 4.183 -3.416
Br 8.273 -2.473 -4.757
C 6.633 0.049 5.481
C -3.716 -0.663 -7.528
H 8.278 6.797 -3.272
C -6.439 -5.301 5.064
C -5.516 -4.054 5.269
C -0.417 8.327 3.736
```

Calculated values
highest occupied orbital energy	-0.36452	Eh
SMILES	BrCCBr.BrCCBr.BrCCBr.BrCCBr.BrCCBr.BrCCBr.BrCCBr.BrCCBr.BrCCBr.BrCCBr
LUMO level	0.0	eV

***

<1> wins, 3.297 eV ahead of the next structure.

***

<1>
Below is a cluster of 2 separate species, C4H7OP in total, with properties calculated with ωB97M-V/def2-TZVPD.

```
13
C4H7OP | the Open Molecules 2025 dataset | ωB97M-V/def2-TZVPD
H 2.775 0.610 -0.910
C 2.854 -0.477 0.874
P -1.575 0.333 0.254
O -2.230 1.733 0.156
H 0.329 -0.611 1.164
H 2.701 -1.029 1.739
H -2.484 -1.186 -1.692
H -1.962 0.540 -1.912
H -0.370 1.028 1.927
C -0.384 0.100 1.386
C -1.611 -0.506 -1.392
H -0.551 -0.734 -1.559
C 2.508 0.198 -0.035
```

Calculated values
highest occupied orbital energy	-0.32582	Eh
LUMO level	0.0	eV

***

<2>
Below is the molecule C4H7OP, with properties calculated with ωB97M-V/def2-TZVPD.

```
13
C4H7OP | the Open Molecules 2025 dataset | ωB97M-V/def2-TZVPD
O -1.381 1.552 -0.123
H 2.683 -0.807 -0.775
H 1.962 -0.890 0.942
H 1.423 1.376 1.048
C 2.011 -0.414 0.001
C -2.588 -0.837 -0.073
H -2.223 -1.930 -0.174
P -0.857 0.202 -0.004
C 1.818 1.030 0.101
C 0.785 0.120 -0.616
H -2.686 -0.636 1.012
H 2.335 1.804 -0.483
H -3.282 -0.570 -0.856
```

Calculated values
highest occupied orbital energy (spin up / spin down)	-0.31273 / -0.31284	Eh
LUMO level (spin up / spin down)	-0.8 / -0.8	eV

***

<3>
Below is a cluster of 3 separate species, C4H7OP in total, with properties calculated with ωB97M-V/def2-TZVPD.

```
13
C4H7OP | the Open Molecules 2025 dataset | ωB97M-V/def2-TZVPD
C -1.640 -0.114 -0.286
P 0.955 0.356 -0.135
H 1.042 -2.116 0.292
H -2.589 -0.104 -0.924
H 2.707 0.990 2.003
C 0.410 -1.154 0.154
H 2.269 0.621 1.363
H -0.944 1.340 -1.598
C -1.010 -1.272 0.034
C -0.793 1.009 -0.587
H -1.545 -2.213 0.040
H -1.139 1.807 0.091
O 2.276 0.851 -0.447
```

Calculated values
highest occupied orbital energy	-0.30484	Eh
LUMO level	-0.2	eV

***

<3> wins, 0.343 eV ahead of the next structure.

***

<1>
Below is a cluster of 2 separate species, C3H8NS in total, with properties calculated with ωB97M-V/def2-TZVPD.

```
13
C3H8NS | the Open Molecules 2025 dataset | ωB97M-V/def2-TZVPD
H -0.412 -0.576 3.469
S -1.784 0.016 1.436
C 0.922 0.794 -2.846
H -0.339 -1.901 2.255
H 0.898 0.582 -0.303
H 0.236 0.264 -3.492
H 0.533 -0.398 2.067
C -0.430 -0.826 2.407
H 1.540 1.454 -3.461
H 0.344 1.487 -2.216
N 1.773 -0.044 -2.062
C 1.610 -0.077 -0.822
H 2.139 -0.747 -0.153
```

Calculated values
charge	-1
highest occupied orbital energy	-0.08220	Eh
LUMO level	3.9	eV

***

<2>
Below is a cluster of 2 separate species, C3H8NS in total, with properties calculated with ωB97M-V/def2-TZVPD.

```
13
C3H8NS | the Open Molecules 2025 dataset | ωB97M-V/def2-TZVPD
H 1.870 3.057 1.387
H 0.038 -0.690 1.043
H 0.410 3.880 2.026
H -0.062 -2.711 -2.211
C 0.777 3.062 1.401
S 0.184 1.466 2.049
H -1.370 -1.526 -1.981
C -0.941 -2.449 -1.599
N -0.570 -2.246 -0.203
C 0.097 -1.213 0.079
H 0.703 -0.638 -0.643
H -1.618 -3.293 -1.720
H 0.482 3.301 0.373
```

Calculated values
charge	-1
highest occupied orbital energy	-0.08572	Eh
LUMO level	3.8	eV

***

<3>
Below is the ion C3H8NS with charge -1, with properties calculated with ωB97M-V/def2-TZVPD.

```
13
C3H8NS | the Open Molecules 2025 dataset | ωB97M-V/def2-TZVPD
H 0.354 -1.433 1.033
C 0.217 -1.035 0.099
H -2.114 1.029 -1.070
H -0.156 -1.790 -0.602
C -0.966 0.995 1.253
H -0.116 1.688 1.034
H -1.741 -0.908 0.698
H -0.942 0.570 2.263
S 1.730 -0.146 -0.278
C -1.064 -0.144 0.253
N -1.385 0.300 -1.165
H -0.463 0.686 -1.504
H -1.934 1.507 1.121
```

Calculated values
charge	-1
highest occupied orbital energy	-0.08544	Eh
SMILES	C[C@@H](N)C[S-]
LUMO level	4.3	eV

***

<4>
Below is a cluster of 2 separate species, C3H8NS in total, with properties calculated with ωB97M-V/def2-TZVPD.

```
13
C3H8NS | the Open Molecules 2025 dataset | ωB97M-V/def2-TZVPD
S 2.817 -1.256 -0.167
C -1.048 -1.391 -0.262
N -0.113 2.216 0.473
H -1.796 -1.876 0.373
H -0.051 -1.758 -0.013
H -1.241 -1.726 -1.283
H 4.053 -1.528 0.284
H -2.084 0.582 -0.327
C -0.078 0.844 0.223
C -1.127 0.104 -0.133
H 0.890 0.375 0.388
H -0.952 2.696 0.191
H 0.731 2.717 0.253
```

Calculated values
charge	-1
highest occupied orbital energy	-0.09660	Eh
LUMO level	3.9	eV

***

<4> wins, 0.070 eV ahead of the next structure.